Here is C50H52N8NiO2S2Sb as an isolated structure from the OMol25 dataset. Energies are from ωB97M-V/def2-TZVPD.

Atoms and positions in Å:
Ni -0.45356 0.82254 0.17502
C 4.54278 4.87027 -4.86232
C 3.82871 3.84187 -4.03582
C 4.01317 3.76834 -2.66018
C 3.36700 2.80486 -1.90033
C 2.51769 1.90230 -2.52124
C 2.31094 1.96311 -3.89427
C 2.96532 2.92871 -4.63708
S 1.68654 0.60858 -1.64166
O 2.48631 -0.57756 -1.75191
O 0.32665 0.58407 -2.19447
N 1.41451 1.05053 -0.11752
C 2.35627 0.81406 0.88996
C 3.71477 0.70364 0.70446
C 4.58395 0.53189 1.79910
C 4.10498 0.46245 3.07358
C 2.70960 0.50723 3.29649
C 2.14702 0.32453 4.57849
C 0.79333 0.26045 4.70937
C -0.00388 0.38738 3.55687
N 0.46608 0.60241 2.34866
C 1.82691 0.66870 2.20746
H 5.03404 5.61210 -4.23603
H 3.85049 5.38658 -5.52698
H 5.30408 4.39864 -5.48496
H 4.66584 4.47966 -2.17068
H 3.50522 2.79033 -0.82775
H 1.63624 1.26778 -4.37362
H 2.79816 2.97803 -5.70588
H 4.13335 0.71929 -0.29060
H 5.64640 0.45707 1.61185
H 4.76896 0.33656 3.91783
H 2.80126 0.21416 5.43404
H 0.31880 0.09983 5.66656
H -1.07534 0.29522 3.66149
C -0.25349 3.60355 1.20528
N -0.40382 5.04385 1.14366
C -1.82389 5.36085 0.97873
N -2.37063 4.77662 -0.24649
C -2.21422 3.33838 -0.17910
N -0.78501 2.92772 -0.01507
C -0.04725 3.51966 -1.17674
N -0.19534 4.95701 -1.26324
C 0.31731 5.54636 -0.02739
C -1.61177 5.28675 -1.38705
H -0.78599 3.22802 2.07917
H 0.80250 3.34216 1.29749
H -1.94334 6.44414 0.94100
H -2.37966 4.97694 1.83690
H -2.59234 2.88015 -1.09505
H -2.78717 2.97004 0.67102
H -0.41132 3.04565 -2.08837
H 1.00014 3.29094 -1.04277
H 0.20932 6.63086 -0.07278
H 1.37729 5.30209 0.07314
H -2.00557 4.84627 -2.30547
H -1.72763 6.37021 -1.44032
N -2.40301 -0.19667 -2.10061
C -2.96974 -0.05064 -0.90808
N -2.36731 0.47755 0.14490
C -3.27926 0.62143 1.19932
C -3.03367 1.24604 2.41459
C -4.03646 1.29308 3.36724
C -5.28788 0.73105 3.11906
C -5.55588 0.13382 1.89935
C -4.54617 0.09751 0.95063
S -4.62080 -0.53670 -0.66761
H -1.41807 0.02690 -2.22089
H -2.84757 -0.77954 -2.79120
H -2.06952 1.69647 2.59977
H -3.84631 1.78012 4.31420
H -6.05997 0.77728 3.87335
H -6.53117 -0.28315 1.68959
C 0.43319 -2.34973 -3.39933
C -0.88719 -2.95811 -3.00464
C -1.72914 -3.41188 -4.01847
C -2.99886 -3.89733 -3.74491
C -3.44384 -3.95236 -2.43396
C -2.60936 -3.52810 -1.41013
C -1.33438 -3.03479 -1.67594
Sb -0.18671 -2.25543 -0.04297
C 1.46768 -3.60903 -0.10027
C 1.56589 -4.56404 -1.10617
C 2.58726 -5.50130 -1.10359
C 3.51820 -5.49420 -0.07864
C 3.41937 -4.55285 0.93246
C 2.40483 -3.60013 0.93728
C 2.34591 -2.58753 2.04394
C -1.33743 -3.13597 1.52683
C -2.14108 -2.22488 2.20259
C -3.01625 -2.60689 3.20882
C -3.07758 -3.94392 3.55984
C -2.28486 -4.86629 2.89118
C -1.41681 -4.49551 1.86841
C -0.63116 -5.56635 1.16595
H 0.86237 -2.88375 -4.24802
H 1.17364 -2.35215 -2.60144
H 0.30643 -1.30801 -3.70167
H -1.38002 -3.37494 -5.04357
H -3.63202 -4.23837 -4.55279
H -4.42854 -4.33671 -2.20409
H -2.96464 -3.58945 -0.38796
H 0.81930 -4.61367 -1.88667
H 2.64556 -6.23853 -1.89284
H 4.31699 -6.22359 -0.06127
H 4.14301 -4.55373 1.73841
H 3.05926 -2.82623 2.83143
H 1.35260 -2.53556 2.50007
H 2.59799 -1.59801 1.66000
H -2.08952 -1.18017 1.92086
H -3.64162 -1.87021 3.69671
H -3.74591 -4.27721 4.34286
H -2.34844 -5.91260 3.16288
H -0.98740 -6.55148 1.46154
H 0.43277 -5.50640 1.39654
H -0.72741 -5.48100 0.08260

As for the HOMO-LUMO gap (spin up / spin down): 7.28 / 7.28 eV. The largest force on an atom comes out at 0.441 eV Å⁻¹. The HOMO energy (spin up / spin down) comes out at -10.37 / -10.37 eV. Its total charge is +1.

---

Here is C50H53AsIrN6O5S2 as an isolated structure at a distorted geometry from the OMol25 dataset. Energies are from ωB97M-V/def2-TZVPD.

Atoms and positions in Å:
Ir -0.29053 -0.19240 -0.15503
C 5.26080 7.42588 -4.78942
O 6.16706 7.10254 -3.74057
C 6.25329 5.85279 -3.30977
C 5.51615 4.77495 -3.83050
C 5.63056 3.53398 -3.26374
C 6.47679 3.32450 -2.14042
C 7.27470 4.40182 -1.67823
C 7.15127 5.63395 -2.24411
N 6.48176 2.17640 -1.45622
N 5.72802 1.20079 -1.67405
C 4.75224 0.80338 -0.87438
C 4.59939 1.23317 0.47150
C 3.42981 1.03444 1.14236
C 2.32725 0.42328 0.50610
O 1.18126 0.37948 1.06101
C 2.50019 -0.13705 -0.80732
N 1.43806 -0.76169 -1.38344
C 1.56572 -1.27372 -2.58691
C 2.76411 -1.23381 -3.30062
C 3.85130 -0.60466 -2.74263
C 3.72764 -0.02099 -1.47480
H 5.36274 8.49381 -4.95171
H 4.23196 7.19637 -4.50326
H 5.51334 6.89424 -5.70849
H 4.85783 4.91311 -4.67667
H 5.06725 2.69490 -3.65003
H 7.95000 4.22700 -0.85201
H 7.73005 6.47670 -1.89218
H 5.42320 1.76038 0.93497
H 3.29294 1.39647 2.15199
H 0.69208 -1.75495 -3.00647
H 2.82307 -1.67858 -4.28312
H 4.79917 -0.54925 -3.25997
O -1.53676 1.07678 1.25661
S -0.84438 2.30599 1.84191
C -1.31001 2.19476 3.61796
C -2.25440 3.35134 3.92511
C -3.05032 3.60026 2.64776
C -2.01195 3.67620 1.54073
H -0.40653 2.20390 4.22523
H -1.79211 1.22024 3.70167
H -1.68299 4.24376 4.18729
H -2.90606 3.11590 4.76607
H -3.63503 4.51736 2.70904
H -3.73245 2.76836 2.45974
H -1.42096 4.59187 1.59938
H -2.41457 3.56236 0.53542
C -3.23431 -3.95414 4.52426
C -2.34818 -4.80701 3.87958
C -1.53426 -4.32597 2.86605
C -1.60591 -2.98497 2.50170
C -2.47638 -2.12742 3.16431
C -3.30108 -2.61581 4.16701
As -0.25143 -2.25981 1.31014
C 1.18217 -2.27117 2.61997
C 2.01545 -3.37139 2.78733
C 2.96119 -3.37340 3.80260
C 3.07234 -2.28457 4.65397
C 2.22680 -1.19395 4.50351
C 1.28021 -1.18989 3.49227
C 0.21468 -3.69670 0.09621
C -0.75477 -4.55258 -0.41831
C -0.43076 -5.45731 -1.41888
C 0.86064 -5.49812 -1.92572
C 1.83451 -4.64898 -1.41623
C 1.51084 -3.74940 -0.41304
H -3.86565 -4.33179 5.31714
H -2.28109 -5.84570 4.17390
H -0.83519 -4.98806 2.36836
H -2.49692 -1.07454 2.90779
H -3.98661 -1.95111 4.67543
H 1.92598 -4.22741 2.12996
H 3.61221 -4.22796 3.92916
H 3.81586 -2.28428 5.43952
H 2.30554 -0.34866 5.17471
H 0.62298 -0.33900 3.35972
H -1.76262 -4.51921 -0.01851
H -1.17908 -6.14303 -1.79414
H 1.10950 -6.20078 -2.70975
H 2.84388 -4.68836 -1.80546
H 2.26941 -3.09008 -0.00644
C -4.25814 -2.89292 -0.21971
N -3.57362 -1.67759 -0.63483
C -3.76118 -0.53368 0.23759
C -2.66331 -1.65845 -1.63090
N -1.58551 -0.89922 -1.56766
N -2.91944 -2.41048 -2.72705
C -4.28021 -2.60847 -3.21848
C -1.86773 -2.82835 -3.63499
H -4.00408 -3.10327 0.82338
H -3.95111 -3.73803 -0.82943
H -5.34167 -2.77756 -0.28805
H -4.82725 -0.43121 0.44653
H -3.40972 0.37112 -0.25068
H -3.22509 -0.64212 1.17778
H -1.16236 -0.81407 -2.48337
H -4.97645 -1.98445 -2.66617
H -4.58747 -3.65298 -3.14204
H -4.32164 -2.31125 -4.26767
H -0.97404 -3.10737 -3.07529
H -1.62611 -2.06047 -4.37906
H -2.21613 -3.70918 -4.17199
O -3.50032 5.50069 -5.59510
C -3.43352 4.20451 -5.26150
O -4.07091 3.37896 -5.85232
C -2.52501 3.82320 -4.13039
C -1.35484 4.50666 -3.81532
C -0.50048 4.02502 -2.83752
C -0.80757 2.84538 -2.15538
S 0.33768 2.17692 -1.02089
C -2.01388 2.19348 -2.43526
C -2.84915 2.66687 -3.42527
H -3.00892 6.07368 -4.99827
H -1.07940 5.40109 -4.36241
H 0.42093 4.54371 -2.60511
H -2.26260 1.30739 -1.86800
H -3.76224 2.14728 -3.68367

As for the HOMO-LUMO gap (spin up / spin down): 5.30 / 5.48 eV. The largest force on an atom comes out at 1.996 eV Å⁻¹. The HOMO energy (spin up / spin down) comes out at -11.77 / -11.85 eV. As for the multiplicity: 2. Its total charge is +2. The expectation value of S² is 0.788.

---

Here is C50H53F3N9O5SSbSiV as an isolated structure at a distorted geometry from the OMol25 dataset. Energies are from ωB97M-V/def2-TZVPD.

Atoms and positions in Å:
V -0.02436 -0.59153 -0.23219
S 1.17149 7.22761 -0.85489
N 1.35449 6.40992 0.52414
C 1.19119 5.11989 0.28231
C 1.28811 4.04224 1.21985
C 1.34817 4.25233 2.58592
C 1.10663 3.14913 3.42771
C 1.14187 1.89184 2.93767
N 1.63847 1.67905 1.58836
C 1.19795 2.73091 0.68180
C 0.80872 2.43480 -0.63674
N 0.53907 1.15264 -1.05427
C 0.27667 0.97426 -2.36261
C 0.21923 1.97500 -3.30870
C 0.38414 3.28783 -2.89457
C 0.67811 3.52754 -1.56498
C 0.90822 4.85624 -1.08794
N 0.87555 5.96542 -1.81489
H 1.39105 5.25622 2.96762
H 0.81851 3.31616 4.45252
H 0.91426 1.00650 3.50561
H 0.04574 -0.03318 -2.68945
H 0.01824 1.72699 -4.33850
H 0.29534 4.12263 -3.57084
C -5.85489 0.25510 -1.42004
Si -4.30970 0.44016 -2.51894
C -4.09233 -0.99987 -3.74933
C -4.30617 2.13594 -3.38998
C -2.79886 0.30270 -1.43135
C -1.77715 0.00173 -0.85450
H -6.75719 0.27447 -2.02307
H -5.92551 1.05941 -0.69375
H -5.84037 -0.68142 -0.87224
H -4.97469 -1.16552 -4.35832
H -3.87806 -1.91971 -3.21390
H -3.25713 -0.81005 -4.41704
H -5.17013 2.24205 -4.03891
H -3.41939 2.27168 -4.00106
H -4.33588 2.94941 -2.67187
C -5.75285 1.78093 4.31878
C -5.08890 2.01299 2.96289
N -4.11930 3.08959 2.98878
C -4.60611 4.45395 3.13844
C -4.28252 5.01054 4.52055
C -2.80803 2.93821 2.76191
O -2.02433 3.86221 2.61793
C -2.25330 1.54148 2.72412
C -2.29354 0.68994 3.82549
C -1.55622 -0.47759 3.76311
C -0.81971 -0.75587 2.62247
N -0.80954 0.03333 1.53858
C -1.50433 1.17820 1.61714
H -6.41438 0.92145 4.25662
H -6.34375 2.64395 4.61309
H -5.01296 1.58807 5.09143
H -5.86086 2.27050 2.22889
H -4.59868 1.09964 2.61845
H -5.67975 4.45554 2.95279
H -4.10770 5.06849 2.38324
H -4.73580 4.40940 5.30414
H -4.64934 6.02920 4.60145
H -3.20531 5.01784 4.66209
H -2.85922 0.95403 4.70491
H -1.53403 -1.17303 4.58831
H -0.19674 -1.64009 2.60688
H -1.48808 1.84022 0.75889
O -1.81004 -2.46785 0.90098
N -0.82572 -2.31455 0.22541
O 0.30682 -2.30359 0.72435
O -0.87928 -2.24041 -1.00489
F 6.53503 -3.53087 -5.76228
C 5.55732 -3.22543 -4.89060
C 5.67314 -2.08234 -4.12227
C 4.65565 -1.77131 -3.23616
C 3.54960 -2.59035 -3.11504
C 3.46292 -3.73371 -3.89199
C 4.46091 -4.06426 -4.78683
Sb 1.84624 -2.11212 -1.86215
C 0.63446 -2.19885 -3.67982
C -0.57511 -2.86267 -3.81809
C -1.28703 -2.79947 -5.00487
C -0.78075 -2.04519 -6.04665
F -1.47707 -1.96619 -7.19494
C 0.41423 -1.35610 -5.93326
C 1.11729 -1.44262 -4.74620
C 1.86412 -4.09119 -1.02052
C 2.95786 -4.38565 -0.21609
C 3.02638 -5.58881 0.46182
C 1.98792 -6.49276 0.31714
F 2.04565 -7.65511 0.99240
C 0.90194 -6.23344 -0.49871
C 0.84630 -5.01963 -1.16413
H 6.54263 -1.45268 -4.22871
H 4.72460 -0.87138 -2.63985
H 2.59170 -4.36857 -3.80359
H 4.39867 -4.94781 -5.40230
H -1.00009 -3.41195 -2.99265
H -2.22219 -3.32341 -5.12544
H 0.77781 -0.76491 -6.76001
H 2.05864 -0.91170 -4.65487
H 3.76075 -3.66192 -0.12319
H 3.85953 -5.83990 1.10033
H 0.12470 -6.97437 -0.60687
H 0.00018 -4.80323 -1.80150
C 4.90047 -1.80982 3.57789
N 3.64884 -1.75246 2.85683
C 2.92422 -3.00689 2.82086
C 3.22434 -0.71860 2.11384
O 2.46815 -0.84228 1.14061
N 3.62427 0.56592 2.48003
C 3.86559 0.94084 3.86707
C 3.17331 1.58076 1.59169
H 5.42467 -2.72069 3.28192
H 4.74867 -1.85189 4.65921
H 5.53407 -0.96751 3.32453
H 2.56853 -3.24726 3.82704
H 3.56421 -3.82117 2.48115
H 2.07843 -2.92281 2.14327
H 3.35398 0.25769 4.54410
H 3.47927 1.94334 4.03774
H 4.92931 0.94790 4.09999
H 1.34067 0.74679 1.22789
H 3.47256 1.35407 0.56326
H 3.56654 2.55074 1.89311

As for the HOMO-LUMO gap (spin up / spin down): 5.92 / 5.61 eV. The largest force on an atom comes out at 7.053 eV Å⁻¹. The HOMO energy (spin up / spin down) comes out at -9.18 / -9.19 eV. As for the multiplicity: 3. Its total charge is +1. The expectation value of S² is 2.028.

---

Here is C50H53N10O5S5Tl as an isolated structure from the OMol25 dataset. Energies are from ωB97M-V/def2-TZVPD.

Atoms and positions in Å:
Tl -0.42494 -0.16710 -0.06167
C -3.02730 -1.57793 -4.64555
C -2.36226 -0.67602 -3.63144
N -2.11587 -1.05953 -2.41077
N -2.54381 -2.29191 -2.05798
C -1.65707 -2.95831 -1.31368
O -0.45770 -2.67307 -1.18321
C -2.19176 -4.22373 -0.70033
C -3.43823 -4.74776 -1.03024
C -3.91591 -5.88161 -0.38773
C -3.15676 -6.49520 0.60057
C -1.90459 -5.98503 0.92033
C -1.41953 -4.86374 0.26504
C -1.89335 0.62044 -4.05804
C -1.60741 0.90686 -5.39495
C -0.77054 1.94582 -5.74897
C -0.07566 2.63143 -4.71594
C -0.41839 2.44284 -3.42973
N -1.53770 1.64297 -3.11362
H -3.53568 -2.37209 -4.10417
H -3.74203 -1.02250 -5.25612
H -2.28960 -2.03937 -5.30728
H -4.02823 -4.24717 -1.78656
H -4.88967 -6.28355 -0.64612
H -3.54361 -7.36186 1.12538
H -1.31000 -6.45488 1.69530
H -0.44991 -4.44390 0.50154
H -1.96921 0.22339 -6.15210
H -0.52885 2.13149 -6.78665
H 0.77372 3.26117 -4.94433
H 0.15137 2.83411 -2.59289
O -6.61407 6.02971 0.03852
C -5.65132 5.30167 0.01850
S -5.31769 4.06784 1.24040
C -3.77727 3.52464 0.59908
C -3.39001 4.07594 -0.54875
S -1.94609 3.65708 -1.43511
S -4.40269 5.33536 -1.22836
S -2.79396 2.45099 1.56379
C 5.01674 3.47316 -3.52790
O 4.48897 3.73878 -2.25353
C 3.27694 4.35029 -2.17546
C 2.67913 4.97462 -3.25832
C 1.50463 5.71034 -3.11043
C 0.93501 5.82101 -1.85653
C 1.50339 5.15629 -0.77964
C 2.65569 4.38006 -0.90510
N 3.18107 3.79043 0.22892
C 4.07731 2.71563 0.33884
C 4.16489 1.59369 -0.48820
C 5.38408 0.86147 -0.49765
C 5.63483 -0.14712 -1.39894
C 4.64650 -0.48300 -2.34340
C 3.41332 0.12790 -2.31107
C 3.06709 1.13273 -1.34987
O 1.88185 1.56456 -1.24924
H 5.90611 2.86918 -3.36000
H 5.29360 4.39473 -4.05509
H 4.31283 2.90045 -4.13948
H 3.14052 4.90864 -4.23431
H 1.05295 6.18698 -3.97140
H 0.03050 6.39952 -1.71374
H 1.02984 5.21007 0.19522
H 2.68463 4.03905 1.07035
H 4.82628 2.85019 1.11747
H 6.15705 1.17074 0.20385
H 6.58408 -0.67436 -1.39190
H 4.85499 -1.24767 -3.08572
H 2.62557 -0.16631 -2.99666
N -3.60205 1.60841 -1.89193
C -2.46914 2.08213 -2.18196
H -3.76943 0.72470 -2.36234
C -6.00353 -0.04126 0.26685
N -5.03279 -0.39031 1.28403
C -5.61521 -0.31522 2.60730
C -4.42390 -1.69003 0.99521
C -3.32333 -2.09477 1.95348
C -3.66536 -2.95850 2.99989
C -2.70954 -3.40848 3.89909
C -1.38830 -3.02736 3.71034
C -1.05428 -2.18938 2.64885
C -1.99202 -1.65731 1.74714
H -6.38007 0.96911 0.43986
H -6.85921 -0.74162 0.26085
H -5.52624 -0.06637 -0.71181
H -3.60943 1.35460 1.46226
H -6.43594 -1.04405 2.74259
H -6.01402 0.68924 2.76917
H -4.85077 -0.51401 3.35684
H -4.00030 -1.63299 -0.00844
H -5.21528 -2.46465 0.99415
H -4.69564 -3.29710 3.10325
H -2.99009 -4.05690 4.72309
H -0.61279 -3.40124 4.37701
H 0.00132 -1.96517 2.50418
N 2.27929 -0.59029 7.29246
C 2.92178 -0.20956 6.14698
O 4.13741 -0.23802 6.07824
C 2.06083 0.18835 4.99365
C 2.68491 0.62126 3.82877
C 1.91185 0.90832 2.71550
N 0.58159 0.85860 2.72227
C -0.01966 0.50088 3.85187
C 0.67111 0.13871 4.99856
H 2.86275 -0.70874 8.10228
H 1.32096 -0.33379 7.44462
H 3.76215 0.71784 3.80390
H 2.37643 1.18853 1.77254
H -1.10253 0.47789 3.82991
H 0.10492 -0.19904 5.85723
C 4.59833 -3.71441 -0.91892
N 4.72425 -2.99870 0.33016
C 3.67093 -2.58935 1.06853
S 2.08292 -2.72563 0.57129
N 3.98155 -2.07235 2.28843
C 5.30677 -1.66469 2.70659
H 5.40679 -3.41884 -1.58815
H 3.64223 -3.45217 -1.36557
H 4.62538 -4.79863 -0.76922
H 5.64113 -2.92834 0.73267
H 3.20670 -1.59572 2.71745
H 5.70246 -0.84667 2.09387
H 6.00563 -2.50537 2.66308
H 5.25159 -1.34107 3.74490

As for the HOMO-LUMO gap (spin up / spin down): 5.16 / 4.25 eV. The largest force on an atom comes out at 0.641 eV Å⁻¹. The HOMO energy (spin up / spin down) comes out at -1.49 / -0.59 eV. Its total charge is -2.